(1)
Below is an isolated ion of composition C7H11INO3S and charge -1 at a distorted geometry, with properties calculated with ωB97M-V/def2-TZVPD.

The geometry in ORCA input format:
```
! RIJCOSX wB97M-V def2-TZVPD def2/J DEFGRID3
* xyz -1 1
C 1.427 0.069 0.295
C 1.331 2.113 -0.807
C -0.068 1.640 -0.558
C 2.152 1.195 0.086
C -2.042 -0.816 -0.727
C -1.451 -0.090 1.627
C -0.934 -0.698 0.315
N 0.107 0.242 -0.212
O 1.472 -3.858 0.584
O 1.897 -1.101 0.849
O 0.778 -2.405 -1.248
S 1.833 -2.727 -0.270
I 4.226 1.199 0.213
H 1.597 1.908 -1.857
H 1.378 3.267 -0.542
H -0.552 2.239 0.265
H -0.803 1.738 -1.362
H -1.748 -0.847 -1.719
H -2.790 -1.548 -0.538
H -2.732 0.093 -0.680
H -0.605 -0.030 2.318
H -2.107 -0.738 2.192
H -2.009 0.836 1.546
H -0.358 -1.679 0.230
*
```

For the HOMO-LUMO gap, the calculation gives 6.5 eV. Its relative energy (zero: lowest compared OMol25 entry of this formula, charge and spin) is 0.5658 eV. Its largest force on an atom is 3.63 eV/A. For the LUMO energy, the calculation gives 2.82 eV. The molar mass is 316.140 g mol⁻¹.

Here are the Mulliken charges for atoms 1 to 2, given in e: -0.06 -0.13

=====

(2)
Below is a 6-piece molecular cluster, H10IO5 overall at a distorted geometry, with properties calculated with ωB97M-V/def2-TZVPD.

The geometry in ORCA input format:
```
! RIJCOSX wB97M-V def2-TZVPD def2/J DEFGRID3
* xyz -1 1
I 8.214 18.054 18.586
O 4.568 17.121 18.870
H 3.993 16.904 19.591
H 5.323 17.654 19.165
O 10.755 18.380 15.973
H 10.447 18.870 15.221
H 10.408 18.889 16.742
O 10.547 14.946 18.934
H 9.977 15.709 19.082
H 10.278 14.797 18.008
O 8.032 16.062 15.739
H 8.193 16.626 16.558
H 7.457 16.525 15.125
O 6.169 19.802 16.272
H 6.842 19.311 16.754
H 6.660 20.491 15.752
*
```

For the HOMO-LUMO gap, the calculation gives 8.1 eV. Its relative energy (zero: lowest compared OMol25 entry of this formula, charge and spin) is 0.6043 eV. Its largest force on an atom is 1.91 eV/A. For the LUMO energy, the calculation gives 3.23 eV. The molar mass is 216.979 g mol⁻¹.

Here are the Mulliken charges for atoms 1 to 2, given in e: -0.71 -0.60

=====

(3)
Below is a 3-piece molecular cluster, C4H12N2O overall at a distorted geometry, with properties calculated with ωB97M-V/def2-TZVPD.

The geometry in ORCA input format:
```
! RIJCOSX wB97M-V def2-TZVPD def2/J DEFGRID3
* xyz 0 1
C -0.052 -0.614 0.015
C -0.848 0.506 0.177
C 0.189 1.600 -1.311
C 1.313 -0.753 0.612
N -1.588 -1.425 1.385
N 1.508 2.017 -1.084
O -2.166 -2.408 0.474
H -3.110 -2.208 0.529
H -0.907 -2.000 1.892
H -0.258 -1.240 -0.849
H 1.643 2.528 -0.221
H 2.221 1.313 -1.220
H -0.675 1.156 1.029
H -1.851 0.472 -0.231
H -0.518 2.422 -1.231
H 0.074 1.078 -2.257
H 1.493 -0.020 1.400
H 2.095 -0.673 -0.150
H 1.438 -1.751 1.041
*
```

For the HOMO-LUMO gap (spin up / spin down), the calculation gives 7.7 / 7.2 eV. Its relative energy (zero: lowest compared OMol25 entry of this formula, charge and spin) is 7.0049 eV. Its largest force on an atom is 4.65 eV/A. For the LUMO energy (spin up / spin down), the calculation gives 0.87 / 0.89 eV. The molar mass is 104.153 g mol⁻¹.

Here are the Mulliken charges for atoms 1 to 2, given in e: 0.29 -0.60

=====

(4)
Below is C19H23N4RhS4 as an isolated structure, with properties calculated with ωB97M-V/def2-TZVPD.

The geometry in ORCA input format:
```
! RIJCOSX wB97M-V def2-TZVPD def2/J DEFGRID3
* xyz 2 1
Rh 0.670 0.273 0.926
C 2.689 2.110 -0.989
C 1.258 2.558 -1.261
S 0.150 2.451 0.166
C 0.966 3.539 1.383
C 0.857 2.994 2.798
S 1.249 1.234 3.031
C 3.055 1.093 2.928
C 3.676 1.500 1.606
S 2.847 0.703 0.174
H 3.147 1.790 -1.923
H 3.303 2.917 -0.593
H 1.241 3.579 -1.644
H 0.781 1.916 -2.000
H 1.998 3.679 1.078
H 0.473 4.510 1.332
H 1.482 3.573 3.480
H -0.167 3.075 3.166
H 3.493 1.664 3.749
H 3.232 0.037 3.138
H 3.657 2.578 1.473
H 4.719 1.185 1.582
N 2.246 -2.788 -1.590
C 1.641 -2.089 -0.627
S 0.479 -0.838 -1.128
N 1.863 -2.370 0.627
N 0.960 -1.648 1.392
C 0.094 -2.242 2.140
C 0.133 -3.674 2.463
C -1.002 -4.464 2.273
C -0.956 -5.816 2.569
C 0.210 -6.376 3.074
C 1.338 -5.589 3.268
C 1.308 -4.243 2.953
C -1.054 -1.385 2.503
C -2.039 -1.753 3.399
C -3.158 -0.943 3.539
C -3.263 0.201 2.769
C -2.226 0.530 1.911
N -1.143 -0.237 1.788
H 2.078 -2.586 -2.560
H 2.745 -3.629 -1.348
H -1.911 -4.032 1.873
H -1.830 -6.432 2.408
H 0.240 -7.430 3.315
H 2.244 -6.029 3.662
H 2.190 -3.631 3.088
H -1.930 -2.667 3.966
H -3.942 -1.212 4.234
H -4.131 0.843 2.826
H -2.262 1.422 1.300
*
```

For the HOMO-LUMO gap, the calculation gives 7.7 eV. Its relative energy (zero: lowest compared OMol25 entry of this formula, charge and spin) is 0.0000 eV. Its largest force on an atom is 0.42 eV/A. For the LUMO energy, the calculation gives -6.45 eV. The molar mass is 538.595 g mol⁻¹.

Here are the Mulliken charges for atoms 1 to 2, given in e: -0.02 -0.81

=====

(5)
Below is C13H18Cl2N2ORe as an isolated structure at a distorted geometry, with properties calculated with ωB97M-V/def2-TZVPD.

The geometry in ORCA input format:
```
! RIJCOSX wB97M-V def2-TZVPD def2/J DEFGRID3
* xyz 0 4
Re 1.184 -0.278 -0.318
Cl 0.242 -2.377 -0.594
Cl 1.610 1.789 0.508
C 2.983 -0.809 -0.410
H 3.811 -0.095 -0.301
H 3.402 -1.739 -0.814
C -1.048 1.101 -1.613
C 0.195 0.695 -1.978
H -1.155 1.663 -0.679
C 0.370 -0.337 -3.157
H 0.994 1.434 -2.085
C -0.760 -0.249 -4.202
H 1.348 -0.219 -3.633
H 0.372 -1.353 -2.763
C -2.126 -0.220 -3.540
H -0.607 0.645 -4.801
H -0.683 -1.096 -4.882
C -2.221 0.952 -2.526
H -2.877 -0.087 -4.329
H -2.340 -1.177 -3.041
H -2.256 1.871 -3.133
H -3.204 0.892 -2.033
N -0.549 -0.588 7.019
C -1.349 -0.910 5.962
O -2.481 -1.353 6.140
C -0.795 -0.731 4.559
C 0.502 -0.274 4.279
C 0.935 -0.191 2.943
N 0.189 -0.520 1.861
C -1.077 -0.942 2.142
C -1.596 -1.051 3.442
H -0.939 -0.711 7.944
H 0.372 -0.152 6.952
H 1.203 0.039 5.063
H 1.929 0.192 2.703
H -1.681 -1.213 1.272
H -2.634 -1.391 3.567
*
```

For the HOMO-LUMO gap (spin up / spin down), the calculation gives 6.4 / 7.8 eV. Its expectation value of S² is 3.91. Its relative energy (zero: lowest compared OMol25 entry of this formula, charge and spin) is 0.0000 eV. Its largest force on an atom is 4.51 eV/A. For the LUMO energy (spin up / spin down), the calculation gives -0.66 / -0.73 eV. The molar mass is 475.413 g mol⁻¹.

Here are the Mulliken charges for atoms 1 to 2, given in e: 0.98 -0.55

=====

(6)
Below is a 6-piece molecular cluster, C26H50BBrO9 overall, with properties calculated with ωB97M-V/def2-TZVPD.

The geometry in ORCA input format:
```
! RIJCOSX wB97M-V def2-TZVPD def2/J DEFGRID3
* xyz 0 1
C -0.055 3.622 0.816
C 1.197 3.422 1.625
O 1.582 4.158 2.478
O 1.914 2.308 1.261
C 1.439 1.087 1.874
C 1.551 -0.057 0.882
B 2.774 -0.029 -0.095
O 3.917 0.691 0.133
C 2.696 -0.948 -1.419
C 1.999 -0.140 -2.454
O 2.419 0.776 -3.068
Br 0.114 -0.679 -2.733
H -0.670 2.719 0.836
H 0.206 3.843 -0.222
H -0.608 4.463 1.231
H 0.391 1.218 2.163
H 1.996 0.897 2.796
H 0.616 -0.133 0.317
H 1.623 -1.006 1.438
H 3.814 1.642 0.022
H 2.165 -1.874 -1.207
H 3.711 -1.151 -1.768
C -3.256 5.226 4.134
C -4.324 4.135 4.078
C -3.600 3.042 3.306
O -2.218 3.164 3.641
C -1.987 4.402 4.318
H -3.407 5.945 4.937
H -3.220 5.773 3.189
H -4.570 3.791 5.082
H -5.250 4.447 3.598
H -3.718 3.175 2.224
H -3.938 2.037 3.568
H -1.801 4.198 5.378
H -1.096 4.870 3.898
C -8.094 1.184 6.893
C -6.871 1.402 7.782
C -5.932 2.135 6.832
O -6.765 2.895 5.953
C -8.125 2.480 6.094
H -9.015 1.012 7.449
H -7.931 0.331 6.230
H -7.129 2.041 8.628
H -6.439 0.481 8.169
H -5.338 1.429 6.240
H -5.249 2.814 7.344
H -8.682 3.259 6.625
H -8.559 2.363 5.100
C 5.531 -4.864 -3.758
C 4.678 -3.923 -4.605
C 3.540 -3.591 -3.649
O 4.100 -3.636 -2.334
C 5.397 -4.235 -2.377
H 6.566 -4.933 -4.090
H 5.102 -5.868 -3.762
H 5.245 -3.022 -4.848
H 4.330 -4.367 -5.537
H 2.734 -4.330 -3.716
H 3.112 -2.601 -3.820
H 6.153 -3.457 -2.223
H 5.476 -4.958 -1.564
C -3.631 -0.976 0.344
C -3.321 -2.030 1.407
C -1.819 -1.847 1.589
O -1.557 -0.465 1.347
C -2.701 0.157 0.759
H -4.676 -0.672 0.320
H -3.358 -1.348 -0.645
H -3.847 -1.797 2.335
H -3.585 -3.043 1.109
H -1.257 -2.449 0.866
H -1.474 -2.098 2.593
H -3.172 0.809 1.503
H -2.374 0.771 -0.083
C 5.727 -1.621 -9.023
C 4.937 -2.927 -9.067
C 6.029 -3.953 -8.790
O 6.982 -3.308 -7.943
C 6.723 -1.904 -7.906
H 5.114 -0.743 -8.826
H 6.252 -1.466 -9.968
H 4.191 -2.942 -8.269
H 4.428 -3.102 -10.013
H 6.533 -4.260 -9.712
H 5.651 -4.845 -8.287
H 6.304 -1.649 -6.926
H 7.661 -1.363 -8.026
*
```

For the HOMO-LUMO gap, the calculation gives 9.9 eV. As for the SMILES: CC(=O)OCCB(O)CC(=O)Br.C1CCOC1.C1CCOC1.C1CCOC1.C1CCOC1.C1CCOC1. Its largest force on an atom is 0.79 eV/A. For the LUMO energy, the calculation gives 0.53 eV. The molar mass is 597.393 g mol⁻¹.

Here are the Mulliken charges for atoms 1 to 2, given in e: -0.47 0.47